Formula: C26H51FN2PS4
Source: the Open Molecules 2025 dataset
Level of theory: ωB97M-V/def2-TZVPD

Output
- Total charge: +1
- HOMO-LUMO gap: 6.317 eV
- E_LUMO: -0.1627 Ha
- Spin multiplicity: 1
- F_max: 2.42 eV/Å
- HOMO energy: -10.7448 eV
- DFT total energy: -86107.824 eV

Element x y z (Å)
C 10.26 -1.91 2.08
C 9.25 -2.86 1.40
C 7.78 -2.44 1.65
C 7.09 -1.90 0.39
C 7.83 -0.72 -0.26
C 7.06 0.59 -0.19
C 5.75 0.54 -1.01
C 5.35 1.96 -1.41
C 3.95 2.04 -2.02
C 3.30 3.44 -1.76
C 2.17 3.33 -0.73
C 0.76 3.26 -1.37
C -0.26 3.59 -0.30
C -1.72 3.40 -0.76
C -2.55 2.80 0.40
N -3.92 3.32 0.50
C -4.12 4.58 0.63
S -5.80 5.02 0.81
C -6.04 3.32 1.52
F -7.33 3.03 1.59
P -5.16 3.19 3.22
S -4.68 4.92 3.96
C -5.18 2.57 0.49
C -5.19 1.03 0.40
C -6.10 0.32 1.42
C -5.89 -1.18 1.33
S -6.67 -1.83 -0.19
C -6.22 -3.57 -0.07
S -6.39 -4.31 1.36
N -5.72 -4.18 -1.24
C -6.77 -5.11 -1.73
C -6.30 -6.08 -2.80
C -4.44 -4.85 -1.00
C -3.40 -3.97 -0.33
H 10.62 -1.14 1.40
H 11.12 -2.51 2.37
H 9.85 -1.50 3.00
H 9.46 -2.95 0.34
H 9.40 -3.83 1.86
H 7.73 -1.74 2.47
H 7.24 -3.34 1.96
H 6.09 -1.58 0.70
H 6.96 -2.71 -0.33
H 8.04 -0.97 -1.29
H 8.79 -0.56 0.24
H 7.67 1.35 -0.66
H 6.80 0.85 0.83
H 5.86 -0.11 -1.88
H 4.94 0.15 -0.40
H 6.08 2.38 -2.09
H 5.36 2.54 -0.49
H 4.00 1.88 -3.09
H 3.29 1.28 -1.59
H 2.98 3.93 -2.67
H 4.07 4.06 -1.30
H 2.29 2.49 -0.06
H 2.16 4.24 -0.12
H 0.63 2.22 -1.69
H 0.70 3.91 -2.24
H -0.06 2.92 0.53
H -0.14 4.62 0.05
H -1.69 2.70 -1.60
H -2.17 4.31 -1.14
H -2.52 1.72 0.32
H -2.05 3.05 1.32
H -3.37 5.35 0.65
H -6.03 2.50 4.09
H -3.98 2.44 3.02
H -5.64 2.87 -0.46
H -4.20 0.58 0.48
H -5.55 0.77 -0.58
H -7.15 0.55 1.22
H -5.83 0.60 2.43
H -6.36 -1.67 2.18
H -4.84 -1.43 1.27
H -7.55 -4.49 -2.18
H -7.27 -5.68 -0.94
H -5.71 -5.62 -3.58
H -5.67 -6.83 -2.33
H -7.15 -6.62 -3.19
H -3.99 -5.17 -1.94
H -4.58 -5.77 -0.43
H -2.53 -4.60 -0.16
H -3.70 -3.61 0.65
H -3.07 -3.18 -1.00

---

Formula: C26H51FN3O4S
Source: the Open Molecules 2025 dataset
Level of theory: ωB97M-V/def2-TZVPD

Output
- Total charge: +1
- HOMO-LUMO gap: 8.763 eV
- E_LUMO: -0.1185 Ha
- Spin multiplicity: 1
- F_max: 2.15 eV/Å
- HOMO energy: -11.9873 eV
- DFT total energy: -53993.965 eV
- Structure (SMILES): CCCCCCC[C@@H]1O[C@H]([C@@H](C)F)N(CC=O)C(N(CCCCCCCCOC)C[C@@H](C)O)=[N+]1S

Element x y z (Å)
C 5.08 2.45 -1.22
C 4.77 2.47 0.28
C 4.55 3.88 0.85
C 3.39 4.67 0.21
C 2.07 4.60 1.02
C 0.85 5.03 0.16
C -0.46 4.32 0.57
C -0.85 3.10 -0.27
O -2.11 2.73 0.22
C -2.67 1.66 -0.52
C -4.09 1.45 0.05
C -5.08 2.14 -0.89
F -4.41 0.12 0.04
N -1.82 0.49 -0.36
C -1.71 -0.37 -1.55
C -1.11 0.28 -2.80
O -0.22 -0.18 -3.41
C -0.62 0.76 0.29
N -0.13 -0.06 1.14
C -0.79 -1.34 1.45
C -0.10 -2.51 0.73
C -0.07 -3.81 1.58
C -0.43 -5.01 0.71
C 0.56 -5.27 -0.42
C -0.07 -6.25 -1.46
C -0.15 -5.66 -2.87
C -1.32 -4.69 -3.11
O -1.56 -3.78 -2.03
C -2.90 -3.78 -1.58
C 1.10 0.19 1.88
C 0.85 0.53 3.36
C -0.45 1.32 3.62
O 0.99 -0.64 4.14
N 0.06 1.97 0.06
S 1.40 1.76 -1.03
H 5.60 1.53 -1.47
H 5.69 3.30 -1.54
H 4.15 2.43 -1.80
H 3.97 1.78 0.53
H 5.66 2.07 0.78
H 5.47 4.43 0.65
H 4.47 3.83 1.94
H 3.68 5.72 0.21
H 3.23 4.38 -0.83
H 2.13 5.17 1.94
H 1.96 3.55 1.32
H 1.07 4.81 -0.89
H 0.74 6.11 0.32
H -0.31 3.92 1.57
H -1.32 4.99 0.64
H -0.87 3.32 -1.35
H -2.79 2.00 -1.55
H -4.18 1.89 1.04
H -4.92 1.72 -1.88
H -6.11 2.00 -0.57
H -4.80 3.19 -0.98
H -2.73 -0.67 -1.82
H -1.17 -1.30 -1.39
H -1.52 1.27 -3.13
H -1.87 -1.29 1.30
H -0.64 -1.49 2.52
H -0.53 -2.76 -0.24
H 0.93 -2.20 0.54
H 0.94 -3.95 1.98
H -0.75 -3.67 2.43
H -0.46 -5.90 1.34
H -1.45 -4.87 0.35
H 1.44 -5.77 -0.01
H 0.91 -4.36 -0.91
H 0.57 -7.13 -1.49
H -1.04 -6.60 -1.10
H 0.80 -5.16 -3.07
H -0.28 -6.48 -3.58
H -2.24 -5.21 -3.39
H -1.04 -4.07 -3.97
H -3.51 -3.12 -2.22
H -3.32 -4.79 -1.57
H -2.91 -3.42 -0.55
H 1.72 -0.71 1.88
H 1.71 0.98 1.46
H 1.68 1.19 3.65
H -0.85 1.79 2.73
H -0.20 2.14 4.30
H -1.20 0.73 4.15
H 0.81 -0.44 5.07
H 1.09 2.51 -2.12

---

Formula: C26H51N5O16Tl
Source: the Open Molecules 2025 dataset
Level of theory: ωB97M-V/def2-TZVPD

Output
- Total charge: +1
- HOMO-LUMO gap: 2.640 eV
- Relative energy (zero: lowest compared OMol25 entry of this formula, charge and spin): 0.0 kJ/mol
- E_LUMO: -0.3176 Ha
- Spin multiplicity: 1
- F_max: 6.72 eV/Å
- HOMO energy: -11.2818 eV
- DFT total energy: -72679.238 eV

Element x y z (Å)
Tl -23.20 1.84 4.42
O -21.85 -0.86 5.28
C -22.21 -1.87 4.30
C -23.52 -1.82 3.41
O -23.93 -0.61 2.89
H -22.20 -2.84 4.81
H -21.38 -2.17 3.66
H -24.27 -2.20 4.11
H -23.50 -2.58 2.63
C -18.23 -0.35 3.90
C -18.39 -1.56 4.80
O -17.12 -2.03 5.00
C -16.16 -1.25 4.54
O -14.97 -1.23 4.74
O -16.79 -0.22 3.86
H -18.75 0.46 4.41
H -18.85 -0.62 3.04
H -19.02 -2.34 4.40
H -18.98 -1.24 5.66
C -25.95 -4.65 2.08
C -27.32 -4.42 2.63
O -27.19 -4.92 3.98
C -26.08 -5.49 4.13
O -25.68 -5.98 5.17
O -25.34 -5.48 3.06
H -25.44 -3.69 2.12
H -26.12 -5.01 1.07
H -28.14 -4.82 2.03
H -27.54 -3.36 2.66
C -21.19 -4.38 7.12
C -20.01 -4.31 6.21
O -19.32 -5.54 6.37
C -19.99 -6.28 7.27
O -19.64 -7.38 7.66
O -20.97 -5.58 7.92
H -22.14 -4.26 6.61
H -21.14 -3.54 7.81
H -19.38 -3.42 6.31
H -20.31 -4.38 5.16
C -16.98 -1.81 -2.01
C -18.32 -2.19 -1.33
O -19.30 -2.42 -2.04
N -18.31 -2.30 0.06
C -19.45 -2.68 0.87
H -16.23 -2.60 -1.90
H -16.76 -0.90 -1.45
H -17.18 -1.59 -3.05
H -17.44 -1.97 0.45
H -19.38 -2.24 1.87
H -19.71 -3.72 1.07
H -20.29 -2.11 0.47
C -27.87 1.94 6.76
C -26.87 1.02 6.05
O -25.82 1.49 5.65
N -27.25 -0.28 6.13
C -26.50 -1.41 5.61
H -28.82 1.74 6.28
H -27.45 2.94 6.66
H -27.95 1.68 7.82
H -28.21 -0.37 6.42
H -26.68 -1.55 4.54
H -26.59 -2.42 6.01
H -25.44 -1.16 5.66
C -24.24 0.34 9.26
C -23.60 0.00 7.91
O -23.29 0.97 7.23
N -23.56 -1.23 7.53
C -24.35 -2.47 7.99
H -23.56 0.87 9.92
H -24.48 -0.53 9.86
H -25.01 1.11 9.19
H -23.04 -1.36 6.67
H -25.20 -2.31 8.65
H -23.66 -2.87 8.72
H -24.55 -3.30 7.30
C -21.62 -5.56 2.68
C -21.87 -6.76 1.79
O -20.95 -7.17 1.11
N -23.10 -7.22 1.81
C -23.52 -8.38 1.02
H -22.35 -5.54 3.49
H -21.82 -4.60 2.20
H -20.62 -5.70 3.08
H -23.73 -6.94 2.55
H -24.29 -7.96 0.37
H -23.80 -9.17 1.70
H -22.66 -8.75 0.45
C -18.76 2.76 7.14
C -19.91 1.89 6.58
O -20.48 2.25 5.56
N -20.28 0.74 7.14
C -20.06 0.39 8.56
H -18.94 3.64 6.52
H -17.89 2.12 6.94
H -18.78 2.93 8.22
H -20.86 0.11 6.60
H -21.11 0.28 8.84
H -19.48 1.15 9.07
H -19.50 -0.53 8.73